Formula: C9H69N3O31S
Source: the OMol25 dataset
Level of theory: ωB97M-V/def2-TZVPD

Computed properties:
* E_HOMO: -9.67 eV
* net charge: 0
* max |F|: 12.7 eV/A
* molar mass: 747.7 g mol⁻¹
* electronic energy: -3278.82221 Ha

Each line ends with the Mulliken charge.
Atoms and positions in Å:
N  -0.142  -4.311  0.051  -0.5478
C  0.327  -3.673  -1.003  0.2053
C  0.851  -2.712  -2.267  -0.3229
C  0.511  -1.145  -1.793  1.0889
S  0.875  0.080  -3.215  -0.1554
C  1.566  -0.772  -0.607  -0.2446
N  2.358  -0.647  0.438  -0.7538
C  -1.078  -1.157  -1.354  0.5765
C  -2.164  -1.400  -2.547  -0.3969
C  -3.672  -1.429  -1.938  -0.6553
C  -3.897  -1.227  -0.364  -0.1739
N  -2.952  -0.958  0.754  0.0590
C  -1.592  -0.944  0.148  -0.6191
H  1.989  -2.875  -2.502  0.5005
H  0.146  -3.017  -3.180  0.4009
H  -0.160  0.039  -4.166  0.3175
H  -1.868  -1.570  -3.667  0.3133
H  -4.594  -1.601  -2.652  0.2608
H  -5.035  -1.305  -0.003  0.2215
H  -0.726  -0.745  0.949  -0.0235
O  5.063  -0.740  -1.004  -0.6476
H  5.651  -0.818  -0.237  0.2911
H  4.179  -0.665  -0.614  0.2804
O  0.070  1.848  0.535  -0.3630
H  0.757  1.233  0.833  0.1568
H  0.567  2.601  0.181  0.2040
O  -6.066  0.485  0.930  -0.6025
H  -6.916  0.661  1.363  0.3051
H  -5.424  0.969  1.471  0.3001
O  7.608  0.246  0.820  -0.6059
H  7.755  0.986  0.211  0.2947
H  8.290  0.363  1.499  0.3156
O  9.183  1.058  3.711  -0.6384
H  9.771  0.980  4.478  0.2896
H  8.299  1.132  4.101  0.3617
O  -3.611  -3.806  1.955  -0.6653
H  -2.924  -4.421  2.253  0.3076
H  -3.113  -3.054  1.601  0.3263
O  -1.687  2.716  2.650  -0.6285
H  -1.239  2.417  1.844  0.3426
H  -1.321  3.599  2.808  0.2930
O  -1.055  3.001  -2.055  -0.5602
H  -1.759  2.978  -2.720  0.2598
H  -0.534  2.204  -2.236  0.3173
O  7.274  -0.273  5.688  -0.6080
H  7.308  -1.161  6.073  0.2753
H  6.371  -0.201  5.345  0.3329
O  5.583  2.016  5.859  -0.6303
H  6.171  1.937  6.625  0.3392
H  4.699  2.090  6.249  0.2931
O  3.649  -0.582  3.326  -0.6027
H  4.318  -1.268  3.184  0.2828
H  3.085  -0.638  2.540  0.3901
O  -6.425  3.473  0.175  -0.6693
H  -5.677  3.564  -0.434  0.3182
H  -6.545  2.515  0.257  0.3128
O  -4.617  -4.336  -2.132  -0.6523
H  -4.029  -4.415  -1.366  0.3194
H  -5.501  -4.262  -1.743  0.3119
O  2.816  2.668  -4.389  -0.5208
H  2.487  1.899  -3.900  0.1107
H  3.050  3.303  -3.695  0.2403
O  0.708  1.467  -6.452  -0.6090
H  0.855  2.207  -7.060  0.2998
H  1.390  1.584  -5.773  0.3179
O  0.054  3.658  5.450  -0.6476
H  0.851  3.138  5.268  0.2910
H  -0.652  3.169  5.000  0.3567
O  -8.711  4.948  -1.090  -0.6429
H  -8.024  4.333  -0.793  0.3955
H  -8.213  5.701  -1.444  0.2957
O  -4.982  -0.313  3.929  -0.6502
H  -4.533  -0.611  3.123  0.3129
H  -4.616  0.571  4.087  0.3291
O  4.980  2.454  -1.771  -0.6229
H  5.728  2.545  -2.380  0.3072
H  4.860  1.495  -1.689  0.3372
O  -8.371  1.553  -1.043  -0.5508
H  -8.225  1.634  -1.998  0.2806
H  -9.236  1.121  -0.975  0.2951
O  -11.668  1.552  -0.841  -0.6477
H  -12.119  1.665  0.010  0.3175
H  -11.722  2.428  -1.252  0.3357
O  1.064  0.328  3.037  -0.4639
H  1.809  0.852  3.367  0.2842
H  0.672  -0.051  3.838  0.2172
O  5.037  0.241  -5.101  -0.6037
H  4.501  1.020  -4.887  0.3376
H  5.706  0.580  -5.714  0.2995
O  -2.090  4.437  7.808  -0.6460
H  -1.641  4.138  7.002  0.3299
H  -1.724  5.320  7.966  0.3108
O  -1.829  -3.010  4.271  -0.6123
H  -1.794  -3.899  4.656  0.3003
H  -2.732  -2.939  3.928  0.3138
O  -0.228  5.640  -1.359  -0.6241
H  0.520  5.731  -1.968  0.2977
H  -0.348  4.682  -1.277  0.3214
O  3.080  -5.610  -0.794  -0.5962
H  3.668  -5.688  -0.027  0.3257
H  2.196  -5.535  -0.404  0.2800
O  4.751  -7.660  1.178  -0.6422
H  5.548  -8.180  0.996  0.3199
H  4.045  -8.149  0.727  0.3266
O  2.405  3.929  -7.586  -0.5917
H  2.552  4.669  -8.195  0.2980
H  3.087  4.046  -6.907  0.2920
O  5.751  -5.272  -2.790  -0.6385
H  4.901  -5.096  -2.358  0.3126
H  6.393  -4.788  -2.249  0.3093
O  -3.136  -5.581  -4.540  -0.6508
H  -3.432  -4.943  -3.873  0.3537
H  -3.388  -6.440  -4.171  0.3098

Formula: C9H6BNO2
Source: the OMol25 dataset
Level of theory: ωB97M-V/def2-TZVPD

Computed properties:
* E_HOMO (spin up / spin down): -8.51 / -8.51 eV
* net charge: 0
* max |F|: 5.9 eV/A
* structure (SMILES): N#CB(c1ccco1)c1ccco1
* molar mass: 171.0 g mol⁻¹
* electronic energy: -576.55250 Ha

Each line ends with the Mulliken charge.
Atoms and positions in Å:
N  2.142  -1.786  -2.456  -0.4983
C  1.569  -1.145  -1.695  0.4335
B  0.570  -0.554  -0.769  0.1182
C  1.146  -0.205  0.970  0.0531
C  2.212  -0.698  1.689  -0.2928
C  2.104  -0.139  2.917  -0.4495
C  1.029  0.708  2.866  -0.7056
O  0.489  0.701  1.701  -0.2324
C  -0.837  -0.084  -1.159  0.1715
C  -1.420  0.046  -2.416  -0.4455
C  -2.698  0.571  -2.275  -0.6708
C  -2.848  0.795  -0.893  -0.3018
O  -1.778  0.434  -0.254  -0.2362
H  2.886  -1.353  1.235  0.5212
H  2.802  -0.403  3.639  0.4543
H  0.658  1.390  3.521  0.5239
H  -0.880  -0.247  -3.219  0.5745
H  -3.439  0.824  -2.940  0.4543
H  -3.709  1.146  -0.464  0.5284

Formula: C9H6Cl2N2O2
Source: the OMol25 dataset
Level of theory: ωB97M-V/def2-TZVPD

Computed properties:
* E_HOMO (spin up / spin down): -9.48 / -8.07 eV
* net charge: 0
* max |F|: 1.9 eV/A
* molar mass: 245.1 g mol⁻¹
* electronic energy: -1526.85179 Ha

Each line ends with the Mulliken charge.
Atoms and positions in Å:
C  0.342  0.883  1.636  -0.3964
C  -0.561  -0.119  1.295  -0.6381
C  0.917  1.671  0.648  -0.5754
C  -0.858  -0.363  -0.026  -0.2578
C  0.612  1.454  -0.677  -0.4577
C  -0.269  0.417  -1.043  0.3328
C  -1.090  -1.218  -2.842  0.0929
C  0.939  -2.343  -1.870  0.4131
C  -0.520  0.111  -2.405  0.8678
N  -0.324  -2.297  -2.554  -0.0478
N  1.741  -1.355  -2.281  -0.2098
O  -2.166  -1.287  -3.391  -0.5810
O  1.158  -3.255  -1.106  -0.5705
Cl  -0.318  1.240  -3.614  -0.1296
Cl  2.966  -0.910  -1.237  -0.0498
H  0.600  1.043  2.673  0.3995
H  -1.030  -0.706  2.069  0.3967
H  1.617  2.445  0.919  0.3954
H  -1.570  -1.129  -0.292  0.4254
H  1.072  2.045  -1.453  0.3350
H  -0.762  -3.200  -2.704  0.2554

Formula: C9H6F7N2O4S
Source: the OMol25 dataset
Level of theory: ωB97M-V/def2-TZVPD

Computed properties:
* E_HOMO: -2.92 eV
* net charge: -1
* max |F|: 5.0 eV/A
* molar mass: 371.2 g mol⁻¹
* electronic energy: -1854.20310 Ha

Each line ends with the Mulliken charge.
Atoms and positions in Å:
C  2.351  -2.243  -0.555  0.3015
C  1.491  -1.740  -1.271  -0.7662
C  0.480  -0.912  -1.933  -0.5225
C  0.413  0.373  -1.098  0.2925
C  1.522  0.988  -0.753  -0.6188
N  1.070  2.064  -0.006  0.1903
C  -0.175  2.069  0.104  -0.3199
N  -0.678  1.028  -0.568  0.0747
C  -2.049  0.674  -0.690  0.3116
F  -2.322  0.463  -1.959  -0.2905
F  -2.749  1.727  -0.254  -0.3491
C  -2.471  -0.518  0.199  0.9718
F  -2.021  -0.331  1.414  -0.2679
F  -1.968  -1.644  -0.282  -0.2894
C  -4.030  -0.729  0.264  0.6701
F  -4.666  -0.111  -0.713  -0.2701
F  -4.325  -2.001  0.170  -0.2596
F  -4.495  -0.303  1.410  -0.2546
H  2.985  -2.310  0.319  0.4330
H  -0.468  -1.425  -2.066  0.2914
H  0.883  -0.628  -2.908  0.3342
H  2.545  0.737  -0.967  0.4668
H  1.737  2.724  0.381  0.3106
H  -0.764  2.795  0.630  0.4832
O  2.098  0.008  2.013  -0.6639
S  3.583  -0.138  2.253  1.0899
O  3.895  0.233  3.643  -0.7444
O  4.309  0.739  1.293  -0.7791
O  3.918  -1.567  2.001  -0.8256